Record 1
DFT (wB97M-V/def2-TZVPD) results for a cluster of 5 separate species, C45H82BrNO7 in total.

Total energy, hartree: -4919.1452
Frontier orbital gap, eV: 9.0
SMILES: C=CC[C@@](N)(Br)[C@](O)(CCCCCCCCCCCCC)OCC[C@H](C)OCc1ccccc1.C1CCOC1.C1CCOC1.C1CCOC1.C1CCOC1
LUMO energy, eV: 0.57
HOMO level, eV: -8.43

```
! wB97M-V def2-TZVPD RIJCOSX def2/J DEFGRID3
* xyz 0 1
C 1.68766 5.14347 2.44223
C 1.22468 4.17214 1.64170
C 1.59604 3.99446 0.20253
C 0.52544 3.50628 -0.76161
N -0.49669 4.50348 -0.85229
Br 1.37998 3.49064 -2.55884
C 0.00879 2.02340 -0.41329
O -0.19157 1.36222 -1.61535
C -1.27713 2.01850 0.45884
C -2.57525 1.56831 -0.21582
C -3.38961 2.68621 -0.90939
C -4.86712 2.62189 -0.52044
C -5.58035 1.37553 -1.03966
C -7.10624 1.55753 -1.00025
C -7.91884 0.26121 -0.87521
C -7.46315 -0.87606 -1.81548
C -6.53092 -1.92995 -1.22221
C -7.05876 -2.55914 0.08329
C -6.46562 -1.91397 1.35911
C -7.49409 -1.70194 2.47747
C -7.48391 -2.86643 3.47251
O 0.99293 1.41417 0.40479
C 2.05632 0.68248 -0.18602
C 2.90860 0.22144 1.00023
C 2.30650 -1.03164 1.63276
C 2.72734 -1.22976 3.08868
O 2.49450 -2.20384 0.84150
C 3.84815 -2.60474 0.68554
C 4.42847 -2.25174 -0.66800
C 3.71785 -2.52629 -1.83544
C 4.28345 -2.22710 -3.06934
C 5.55246 -1.65151 -3.12297
C 6.26368 -1.35090 -1.96650
C 5.68922 -1.65675 -0.72852
H 1.78065 6.17078 2.11204
H 1.92571 4.88126 3.46535
H 0.52636 3.44409 2.04801
H 2.47771 3.36110 0.16061
H 1.91493 4.96625 -0.18610
H -0.86302 4.77273 0.04975
H -1.22319 4.26977 -1.51083
H -0.47845 0.45447 -1.45832
H -1.46789 2.96872 0.95037
H -1.07462 1.30012 1.25312
H -3.21724 1.20137 0.58913
H -2.42203 0.71446 -0.87101
H -3.27777 2.64911 -1.99116
H -3.01018 3.62761 -0.51342
H -4.91328 2.62136 0.57191
H -5.38260 3.52465 -0.85470
H -5.34289 0.54858 -0.37374
H -5.27975 1.15242 -2.06209
H -7.44146 2.09119 -1.89074
H -7.34839 2.19233 -0.14483
H -7.98369 -0.06291 0.16151
H -8.93906 0.50702 -1.17610
H -8.35762 -1.39853 -2.15752
H -7.01956 -0.40932 -2.69627
H -6.43351 -2.72739 -1.96079
H -5.52464 -1.54902 -1.04899
H -8.14240 -2.44823 0.10467
H -6.79581 -3.61474 0.06503
H -5.64686 -2.52758 1.73081
H -6.06341 -0.94453 1.06804
H -8.50202 -1.65510 2.06325
H -7.32510 -0.76357 3.00485
H -6.51666 -2.92968 3.96953
H -7.61888 -3.80095 2.92728
H -8.27281 -2.77488 4.21494
H 2.65495 1.28777 -0.86836
H 1.70219 -0.20798 -0.70722
H 2.85965 1.00548 1.75701
H 3.94881 0.08469 0.71197
H 1.22779 -0.86674 1.63059
H 2.56329 -2.25867 3.39817
H 3.76691 -0.95057 3.24162
H 2.12465 -0.57622 3.71601
H 4.48104 -2.15529 1.44771
H 3.84801 -3.69122 0.77799
H 2.73312 -2.96477 -1.75259
H 3.73293 -2.42859 -3.97728
H 6.00628 -1.42592 -4.08067
H 7.23809 -0.88925 -2.02386
H 6.23608 -1.43775 0.17980
C -0.03048 -2.00459 -5.55808
C -0.47580 -0.54705 -5.63591
C -1.32872 -0.41843 -4.38373
O -0.76985 -1.31763 -3.41790
C 0.16769 -2.18516 -4.06050
H 0.87084 -2.21969 -6.13042
H -0.82685 -2.66118 -5.91542
H 0.39046 0.11447 -5.56893
H -1.02311 -0.30215 -6.54480
H -2.36652 -0.71461 -4.57417
H -1.32196 0.58966 -3.97460
H 1.17807 -1.89723 -3.74819
H -0.00372 -3.21201 -3.73303
C 5.33126 -2.72386 7.30858
C 6.18409 -1.45722 7.32608
C 5.79037 -0.80485 6.00727
O 4.43348 -1.17863 5.76232
C 4.04837 -2.22054 6.65998
H 5.16364 -3.15573 8.29389
H 5.80089 -3.48266 6.67886
H 5.89271 -0.82079 8.16438
H 7.25362 -1.64745 7.39943
H 6.41009 -1.17437 5.18233
H 5.86143 0.28304 6.03141
H 3.36384 -1.80391 7.40692
H 3.52006 -2.99454 6.10171
C 6.71135 -4.08048 -6.75730
C 6.87066 -3.26281 -8.03767
C 7.04178 -1.85417 -7.48262
O 7.68670 -1.99697 -6.21555
C 7.67651 -3.36971 -5.81878
H 6.94211 -5.13775 -6.87681
H 5.68832 -3.99467 -6.38330
H 7.77269 -3.57238 -8.56983
H 6.02722 -3.34581 -8.72133
H 6.07154 -1.36859 -7.32937
H 7.65017 -1.21382 -8.12184
H 8.69177 -3.76945 -5.91561
H 7.37593 -3.43641 -4.77235
C -3.15095 3.41833 4.92471
C -3.47725 4.91204 4.95591
C -2.15713 5.52830 4.50736
O -1.55467 4.58183 3.62249
C -2.24280 3.33599 3.70715
H -4.02747 2.77748 4.84327
H -2.60255 3.13318 5.82506
H -4.26301 5.13791 4.23153
H -3.80066 5.27136 5.93144
H -1.48535 5.68909 5.35721
H -2.28343 6.47615 3.98351
H -2.82141 3.21025 2.78375
H -1.51105 2.52880 3.77246
*
```

---

Record 2
DFT (wB97M-V/def2-TZVPD) results for a cluster of 2 separate species, C6H12 in total.

Total energy, hartree: -235.7332
Frontier orbital gap, eV: 9.6
SMILES: C=C(C)C.C=C
LUMO energy, eV: 1.06
Energy above the lowest of the compared OMol25 structures with the same formula, charge and spin, eV: 2.313
HOMO level, eV: -8.54

```
! wB97M-V def2-TZVPD RIJCOSX def2/J DEFGRID3
* xyz 0 1
C 1.40394 -0.99875 0.04711
C 0.74788 0.11291 0.38350
C -0.00773 0.22630 1.67865
C 0.88863 1.38720 -0.40255
H 1.96244 -1.06234 -0.88301
H 1.31368 -1.90518 0.64027
H -0.79952 0.98645 1.65725
H -0.45146 -0.72136 2.00746
H 0.73941 0.53960 2.41242
H 0.03400 2.06726 -0.28980
H 1.05372 1.22089 -1.47381
H 1.76877 1.88085 0.01765
C -1.11811 -1.17454 -1.12364
C -1.86157 -0.10247 -0.87351
H -1.06329 -2.01329 -0.43515
H -0.39132 -1.20160 -1.93090
H -2.45503 -0.02779 0.03493
H -1.76781 0.79791 -1.47584
*
```

---

Record 3
DFT (wB97M-V/def2-TZVPD) results for the molecule C15H23NO.

Total energy, hartree: -715.3959
Frontier orbital gap, eV: 9.8
SMILES: CC(C)CC(=O)NCCCCc1ccccc1
LUMO energy, eV: 0.78
Energy above the lowest of the compared OMol25 structures with the same formula, charge and spin, eV: 0.043
HOMO level, eV: -9.07

```
! wB97M-V def2-TZVPD RIJCOSX def2/J DEFGRID3
* xyz 0 1
C 4.31151 0.72918 0.87752
C 3.28890 1.33688 -0.07787
C 3.42759 0.73154 -1.47316
C 1.85842 1.16011 0.46805
C 1.44501 -0.30138 0.48398
O 1.78421 -1.08034 1.35285
N 0.67407 -0.67343 -0.56235
C 0.28882 -2.04250 -0.81587
C -1.22453 -2.23048 -0.95868
C -1.95230 -2.47546 0.36315
C -1.92273 -1.28139 1.32152
C -2.46572 -0.01138 0.72689
C -3.68124 0.01494 0.05203
C -4.16496 1.19133 -0.49186
C -3.44449 2.36676 -0.36518
C -2.24219 2.35757 0.32030
C -1.76100 1.17830 0.86139
H 4.08962 -0.32041 1.05065
H 4.29021 1.24216 1.83623
H 5.31430 0.81230 0.46445
H 3.47674 2.41529 -0.15081
H 2.68574 1.14595 -2.15377
H 4.41452 0.94561 -1.87736
H 3.30343 -0.34835 -1.43472
H 1.16106 1.74232 -0.13744
H 1.83262 1.53165 1.49395
H 0.40785 0.01069 -1.25180
H 0.78235 -2.37862 -1.73693
H 0.67441 -2.63283 0.01856
H -1.65016 -1.35379 -1.45326
H -1.39926 -3.09257 -1.60593
H -1.49753 -3.33180 0.86550
H -2.98788 -2.74072 0.14024
H -2.51834 -1.53812 2.20346
H -0.89943 -1.11503 1.65921
H -4.26135 -0.89074 -0.04756
H -5.11064 1.19158 -1.01478
H -3.82177 3.28467 -0.79156
H -1.67824 3.27234 0.43596
H -0.82761 1.17820 1.40496
*
```

---

The lowest total energy belongs to which entry?
C45H82BrNO7

---

Among the records above, which one has the lowest HOMO level?
C15H23NO

---

Which value of frontier orbital gap does entry 1 give?
9.0 eV

---

Among the records above, which one has the highest total energy?
C6H12